Molecular formula: C9H11NO2
Method: DFT, ωB97M-V/def2-TZVPD

## Properties
Charge: 0
Lowest unoccupied orbital energy (spin up / spin down): 0.0336 / -0.0823 Eh
⟨S²⟩: 2.02
ΔE to the lowest compared entry with this formula, charge and spin: 0.554 eV
2S+1: 3
Maximum force: 7.9 eV/A

Last column: Mulliken spin population.
Atoms and positions in Å:
1 C 3.1623 -0.5746 -0.1253  -0.09
2 C 2.0537 -1.4494 -0.2847  0.62
3 C 3.0095 0.7852 -0.1105  0.25
4 C 0.8005 -0.8764 -0.2316  -0.12
5 C 0.7369 0.4965 -0.2203  0.30
6 C -0.5330 -1.5686 -0.3964  0.00
7 C -1.5280 -0.4281 -0.7854  0.01
8 C -1.0059 0.9320 -0.2886  0.01
9 C -1.4697 1.3332 1.1104  0.00
10 N 1.7383 1.3677 -0.1100  0.33
11 O 1.5822 2.6246 -0.0268  0.64
12 O -1.1626 1.9185 -1.2110  0.00
13 H 4.2108 -0.8896 -0.3609  0.00
14 H 2.0975 -2.5482 -0.1109  0.03
15 H 3.9169 1.3301 -0.2408  0.02
16 H -0.3347 -2.0871 -1.3267  -0.01
17 H -0.6917 -2.3319 0.3997  0.00
18 H -1.5354 -0.2745 -1.8233  0.01
19 H -2.5000 -0.4893 -0.2847  0.00
20 H -2.5206 1.3625 1.2341  0.00
21 H -1.0860 2.2985 1.3876  0.00
22 H -1.1564 0.4703 1.6918  0.00
23 H -0.4654 2.5009 -0.8939  0.00